# C45H59Cl3N7O3PW

A structure of composition C45H59Cl3N7O3PW at a distorted geometry (ωB97M-V with the def2-TZVPD basis set, OMol25).

XYZ file:
```
119
Properties=species:S:1:pos:R:3:mulliken_charge:R:1
W 0.03 -0.06 1.19 -0.27
C -3.66 2.24 -4.56 -1.51
C -4.39 2.04 -3.22 1.82
C -5.08 3.36 -2.84 -2.10
C -5.46 0.95 -3.36 -1.54
C -3.38 1.61 -2.17 0.30
C -3.17 2.29 -0.97 -0.99
C -2.24 1.84 -0.08 -1.44
N -1.46 0.76 -0.27 0.50
C -1.67 0.07 -1.41 -0.03
C -2.61 0.47 -2.35 -0.56
C -0.84 -1.11 -1.56 0.64
C -0.90 -1.94 -2.66 -0.95
C -0.15 -3.11 -2.74 0.29
C 0.64 -3.39 -1.62 -0.50
C 0.66 -2.52 -0.56 -0.18
N -0.02 -1.36 -0.51 0.71
C -0.25 -4.02 -3.95 1.54
C 0.73 -5.19 -3.87 -2.10
C 0.05 -3.20 -5.22 -1.59
C -1.68 -4.56 -4.02 -1.57
H -4.37 2.58 -5.31 0.45
H -3.21 1.31 -4.92 0.33
H -2.87 2.99 -4.47 0.36
H -5.76 3.65 -3.63 0.46
H -4.35 4.16 -2.70 0.42
H -5.67 3.25 -1.93 0.40
H -6.19 1.24 -4.11 0.46
H -5.98 0.79 -2.41 0.36
H -5.02 -0.01 -3.67 0.33
H -3.74 3.17 -0.72 0.70
H -2.09 2.37 0.85 0.35
H -2.74 -0.12 -3.24 0.67
H -1.56 -1.68 -3.47 0.48
H 1.24 -4.29 -1.57 0.64
H 1.26 -2.74 0.29 -0.80
H 1.77 -4.84 -3.85 0.42
H 0.60 -5.82 -4.75 0.48
H 0.54 -5.81 -3.00 0.39
H 1.06 -2.79 -5.19 0.33
H -0.65 -2.39 -5.37 0.36
H -0.01 -3.85 -6.10 0.47
H -1.92 -5.15 -3.13 0.37
H -1.79 -5.21 -4.89 0.47
H -2.42 -3.76 -4.11 0.32
Cl 0.52 -0.04 3.71 -0.12
C 2.14 0.70 6.69 -0.55
Cl 3.21 1.85 6.11 -0.11
H 2.54 -0.09 7.31 0.39
H 1.09 0.82 6.49 0.30
Cl -2.84 -2.89 4.05 -0.17
C -2.49 -3.43 2.39 -0.76
C -1.78 -2.28 1.72 0.39
O -2.38 -1.51 0.96 -0.40
O -0.55 -2.07 2.01 -0.39
H -3.43 -3.65 1.90 0.45
H -1.86 -4.32 2.47 0.32
C -0.09 4.79 3.92 -0.79
C -0.65 4.85 2.65 -1.14
C -0.34 3.88 1.71 -0.34
C 0.51 2.82 2.04 0.19
C 1.14 2.82 3.27 0.38
C 0.82 3.79 4.21 -0.85
N 0.78 1.82 1.02 2.01
C 1.38 2.49 -0.10 0.92
C 0.97 2.29 -1.42 0.03
C 1.52 3.05 -2.44 -0.83
C 2.49 4.00 -2.18 -0.96
C 2.92 4.19 -0.88 -0.75
C 2.37 3.45 0.15 -1.00
H -0.33 5.55 4.65 0.48
H -1.31 5.67 2.38 0.46
H -0.72 3.98 0.70 0.58
H 1.90 2.09 3.50 0.09
H 1.32 3.78 5.17 0.41
H 0.23 1.56 -1.66 0.51
H 1.18 2.88 -3.46 0.55
H 2.89 4.60 -2.99 0.45
H 3.68 4.93 -0.66 0.47
H 2.69 3.62 1.17 0.49
C 3.58 -0.16 2.84 -0.98
P 2.42 -1.30 1.99 2.37
C 2.21 -2.59 3.29 -1.76
C 3.60 -2.21 0.91 0.53
C 4.72 -1.58 0.38 -0.68
C 5.67 -2.28 -0.34 -0.78
C 5.51 -3.65 -0.55 -0.76
C 4.40 -4.29 -0.03 -0.78
C 3.45 -3.58 0.69 -0.66
H 3.75 0.75 2.26 0.30
H 4.52 -0.68 2.97 0.64
H 3.18 0.11 3.81 0.08
H 3.15 -3.12 3.40 0.50
H 1.42 -3.29 3.01 0.38
H 1.93 -2.13 4.23 0.61
H 4.86 -0.52 0.54 0.46
H 6.54 -1.77 -0.73 0.48
H 6.26 -4.20 -1.10 0.43
H 4.28 -5.36 -0.17 0.53
H 2.61 -4.12 1.10 0.40
C -3.09 0.61 5.42 -0.83
N -3.01 1.41 4.19 0.11
C -3.73 2.69 4.14 -0.92
C -2.29 1.02 3.20 0.28
N -1.63 0.68 2.32 -0.15
H -4.13 0.37 5.62 0.33
H -2.68 1.18 6.25 0.33
H -2.53 -0.30 5.29 0.13
H -4.79 2.51 4.29 0.34
H -3.57 3.17 3.19 0.24
H -3.37 3.34 4.94 0.34
N 4.08 0.85 -1.59 -0.15
C 2.99 0.06 -1.54 -0.40
N 2.63 -0.54 -2.70 -0.38
O 2.36 -0.11 -0.49 0.52
H 4.56 1.06 -2.45 0.19
H 4.29 1.41 -0.79 0.28
H 3.17 -0.44 -3.54 0.20
H 1.85 -1.17 -2.71 -0.16
```

As for the expectation value of S²: 2.187. For the maximum force, the calculation gives 2.84 eV/Å. The charge is +2. The total energy is -112867.04234 eV. Its relative energy (zero: lowest compared OMol25 entry of this formula, charge and spin) is 59.2 kcal/mol. The spin multiplicity is 3.

***

# C45H60BN5O3P2STa

A structure of composition C45H60BN5O3P2STa at a distorted geometry (ωB97M-V with the def2-TZVPD basis set, OMol25).

XYZ file:
```
118
Properties=species:S:1:pos:R:3:mulliken_charge:R:1
Ta -0.13 -0.52 -0.18 -0.47
C -6.48 1.67 3.03 -0.71
C -6.12 1.60 1.69 -0.81
C -4.86 1.15 1.34 -0.15
C -3.96 0.76 2.33 0.79
C -4.31 0.85 3.68 -0.74
C -5.58 1.30 4.02 -0.68
P -2.35 0.11 1.79 1.86
C -1.51 -0.29 3.36 0.25
C -1.41 -1.58 3.87 -0.66
C -0.79 -1.79 5.10 -0.64
C -0.28 -0.71 5.82 -0.88
C -0.36 0.57 5.30 -0.75
C -0.97 0.78 4.07 -0.44
C -2.79 -1.50 1.09 -0.07
C -3.89 -2.29 1.42 -0.36
C -4.04 -3.52 0.81 -0.98
C -3.09 -3.96 -0.11 -1.18
C -1.99 -3.17 -0.42 -0.63
C -1.84 -1.91 0.15 0.43
H -7.46 2.03 3.31 0.41
H -6.83 1.88 0.93 0.48
H -4.58 1.08 0.30 0.36
H -3.62 0.55 4.45 0.41
H -5.86 1.35 5.06 0.46
H -1.85 -2.41 3.34 0.45
H -0.74 -2.79 5.51 0.51
H 0.16 -0.88 6.79 0.50
H 0.03 1.41 5.86 0.57
H -1.06 1.79 3.67 0.52
H -4.61 -1.94 2.15 0.60
H -4.89 -4.15 1.05 0.47
H -3.21 -4.93 -0.58 0.51
H -1.25 -3.56 -1.12 1.00
C 3.33 -0.38 4.74 -1.33
N 2.77 0.20 3.51 0.54
C 2.92 1.63 3.30 -1.15
C 2.04 -0.52 2.65 -0.81
N 1.37 0.01 1.66 1.12
N 2.10 -1.88 2.82 0.35
C 1.40 -2.88 2.17 -0.20
N 1.50 -4.09 2.74 -0.31
N 0.75 -2.63 1.08 0.00
H 4.23 -0.96 4.55 0.34
H 2.58 -0.99 5.25 0.51
H 3.60 0.43 5.41 0.36
H 3.78 1.98 3.87 0.46
H 2.04 2.19 3.63 0.34
H 3.12 1.84 2.25 0.31
H 1.34 1.02 1.76 -0.81
H 2.67 -2.20 3.59 0.32
H 2.07 -4.27 3.55 0.19
H 1.11 -4.90 2.28 0.24
H 0.28 -3.47 0.74 0.01
C -1.71 -2.23 -3.51 -1.52
P -1.29 -0.64 -2.73 1.20
C -2.92 0.16 -2.59 -1.07
C -0.43 0.23 -4.08 -1.05
H -2.17 -2.02 -4.48 0.54
H -2.42 -2.79 -2.91 0.46
H -0.82 -2.83 -3.68 0.31
H -3.40 0.18 -3.57 0.73
H -2.81 1.17 -2.23 -0.11
H -3.55 -0.41 -1.90 0.32
H -1.09 0.24 -4.95 0.66
H 0.49 -0.30 -4.32 0.22
H -0.18 1.25 -3.80 -0.02
O 1.77 -0.39 -1.40 -1.26
S 3.22 -0.12 -0.94 0.66
C 3.82 -1.77 -0.36 0.16
C 3.77 -2.85 -1.41 -0.45
C 2.55 -3.41 -1.79 0.73
C 2.51 -4.38 -2.78 -1.01
C 3.68 -4.80 -3.39 -0.63
C 4.90 -4.25 -3.01 -0.79
C 4.94 -3.27 -2.03 -0.25
C 4.21 0.05 -2.47 -0.97
C 3.48 0.73 -3.59 0.31
C 3.15 0.01 -4.73 -0.32
C 2.56 0.65 -5.81 -0.75
C 2.28 2.01 -5.75 -0.59
C 2.58 2.73 -4.59 -0.82
C 3.17 2.09 -3.51 -0.17
H 3.17 -2.00 0.49 -0.79
H 4.84 -1.59 -0.01 0.84
H 1.64 -3.10 -1.29 0.40
H 1.56 -4.82 -3.07 0.46
H 3.65 -5.57 -4.15 0.46
H 5.81 -4.58 -3.48 0.45
H 5.89 -2.85 -1.73 0.48
H 4.53 -0.94 -2.77 0.30
H 5.08 0.63 -2.16 0.63
H 3.40 -1.04 -4.80 0.49
H 2.35 0.10 -6.72 0.45
H 1.86 2.52 -6.60 0.47
H 2.39 3.79 -4.55 0.60
H 3.43 2.65 -2.63 0.46
C 0.50 4.28 -1.82 -1.78
C -0.83 3.65 -1.41 1.39
C -1.92 4.10 -2.36 -1.84
O -0.65 2.19 -1.54 -0.07
B -0.48 1.68 -0.29 1.83
O -0.67 2.57 0.70 0.09
C -1.16 3.82 0.12 1.37
C -0.46 4.99 0.79 -1.93
C -2.65 3.88 0.41 -1.69
H 0.70 4.02 -2.86 0.26
H 1.32 3.91 -1.20 0.26
H 0.44 5.36 -1.74 0.48
H -1.62 3.89 -3.39 0.48
H -2.07 5.17 -2.26 0.42
H -2.87 3.60 -2.17 0.34
H 0.63 4.89 0.74 0.36
H -0.75 5.02 1.84 0.48
H -0.75 5.93 0.33 0.36
H -3.18 3.05 -0.06 0.08
H -3.07 4.82 0.06 0.53
H -2.80 3.81 1.49 0.46
```

For the maximum force, the calculation gives 3.31 eV/Å. The charge is +3. The total energy is -92853.49367 eV. Its relative energy (zero: lowest compared OMol25 entry of this formula, charge and spin) is 0.0 kcal/mol. The spin multiplicity is 1.

***

> The highest spin multiplicity belongs to which entry?

C45H59Cl3N7O3PW